The following is a DFT calculation (ωB97M-V/def2-TZVPD) of CH38N3O16 as an isolated structure at a distorted geometry.

Geometry as XYZ:
```
58
Properties=species:S:1:pos:R:3:nbo_charge:R:1
N -0.56376 0.79065 2.00795 -0.92
C -0.17087 1.22743 0.64596 0.67
N 1.20557 0.72197 0.39918 -0.92
N -0.23199 2.67206 0.66779 -0.88
H -1.26388 1.40089 2.41451 0.39
H -0.90144 -0.16730 1.98840 0.40
H 1.79362 0.82808 1.20301 0.36
H 1.12391 -0.24530 0.12193 0.36
H -0.29231 3.04671 -0.27131 0.38
H 0.52134 3.12263 1.17176 0.38
H -1.51688 -2.39682 3.65970 0.50
H -1.19166 -2.66388 2.13719 0.51
O -1.08804 -2.03488 2.88099 -1.00
H 2.52968 2.01726 2.33623 0.51
H 3.08390 3.51085 2.23040 0.50
O 2.72935 2.77745 1.72065 -1.00
H -3.34294 -1.85838 -0.21303 0.53
H -2.33026 -3.05284 -0.28225 0.54
O -3.23397 -2.77524 -0.61502 -0.90
H -0.58584 -0.68703 -1.01006 0.50
H 0.45940 -1.84162 -1.36743 0.49
O -0.43232 -1.51961 -1.52974 -1.05
H -0.97846 -4.66087 0.77736 0.50
H -0.08486 -3.38939 0.50384 0.53
O -1.00239 -3.69664 0.74674 -1.01
H 0.85958 0.81916 3.06457 0.52
H 1.90648 0.86904 4.25228 0.50
O 1.85607 0.74924 3.29462 -1.03
H -2.45471 0.20556 0.18287 0.53
H -3.73812 0.00780 1.06314 0.49
O -3.38821 -0.21862 0.19517 -1.02
H 2.20506 -3.44334 0.06995 0.49
H 1.61555 -2.49125 1.20988 0.52
O 1.53490 -2.76214 0.22503 -1.04
H -3.15611 -1.29342 -3.04042 0.52
H -2.00920 -2.28036 -3.06441 0.52
O -2.99042 -2.28358 -3.03804 -0.88
H 3.22926 1.61493 -1.36923 0.52
H 2.82894 -0.25355 -1.68014 0.50
O 2.97262 0.53087 -2.22328 -0.90
H 0.88325 2.97929 -2.31587 0.52
H 1.59215 4.31600 -2.72445 0.50
O 1.38397 3.76256 -1.96271 -0.96
H 2.56909 3.13841 -1.25649 0.53
H 3.07507 2.46099 0.08382 0.55
O 3.37975 2.58413 -0.87554 -0.88
H -2.61489 0.76429 -2.50502 0.49
H -4.10791 0.63241 -2.72324 0.50
O -3.26557 0.37566 -3.11974 -0.94
H 1.88373 -0.97397 2.83408 0.51
H 0.65800 -1.94518 2.89288 0.50
O 1.61371 -1.91438 2.66451 -1.00
H 2.08080 0.71097 -2.59789 0.53
H -0.52414 1.41262 -3.30270 0.49
O 0.18962 1.48096 -2.64298 -1.03
H -0.23443 1.18010 -1.77381 0.52
H -3.13135 -2.55735 -1.80632 0.51
O -0.93743 0.69597 -0.33528 -0.95
```

## Properties
Charge: +1
HOMO energy in eV: -11.807
Kohn-Sham gap in hartree: 0.3487
Energy relative to the best compared isomer or geometry (same formula, charge and spin) in kcal per mole: 0.0